Record 1
C12H17N | ωB97M-V/def2-TZVPD

Atoms and positions in Å:
C: 1.25 -2.86 -0.36
C: 1.13 -1.47 -0.85
C: 0.58 -1.21 -2.09
N: 0.46 0.18 -2.18
C: 0.95 0.77 -0.97
C: 1.03 2.19 -0.64
C: 1.48 2.37 0.66
C: 1.79 1.29 1.64
C: 1.86 0.01 1.17
C: 1.48 -0.23 -0.16
H: 0.44 -3.34 -0.94
H: 1.13 -2.83 0.81
H: 2.22 -3.24 -0.66
H: 0.57 -1.63 -3.08
H: 0.27 0.85 -2.94
H: 0.80 3.01 -1.37
H: 1.54 3.41 1.03
H: 1.90 1.75 2.62
H: 1.85 -0.80 1.84
C: -3.33 -1.51 0.98
C: -2.85 -0.12 1.44
C: -3.40 1.21 0.83
H: -2.95 -1.74 -0.10
H: -2.91 -2.45 1.43
H: -4.38 -1.43 1.11
H: -1.72 -0.04 1.41
H: -3.09 -0.08 2.53
H: -2.68 1.69 0.16
H: -3.93 1.88 1.55
H: -4.04 1.10 -0.07

Properties
Gap between HOMO and LUMO, eV: 8.687
Structure (SMILES): Cc1c[nH]c2ccccc12.CCC
E_HOMO, eV: -7.76
Net charge: 0
LUMO level, eV: 0.9

---

Record 2
C30H39CrN3S | ωB97M-V/def2-TZVPD

Atoms and positions in Å:
Cr: 0.36 0.57 0.44
N: 0.27 3.93 3.33
N: -3.00 1.06 -0.72
C: 1.57 -1.26 0.46
C: 0.93 -1.10 1.73
C: 1.46 0.11 2.32
C: 1.28 0.59 3.75
H: 0.48 0.03 4.25
H: 0.97 1.68 3.78
H: 2.20 0.51 4.33
C: 2.42 0.67 1.42
C: 3.38 1.74 1.80
H: 4.19 1.31 2.40
H: 2.92 2.53 2.41
H: 3.84 2.21 0.92
C: 2.46 -0.14 0.25
C: 3.46 0.00 -0.86
H: 3.59 1.06 -1.15
H: 3.15 -0.56 -1.75
H: 4.44 -0.38 -0.55
C: -0.02 -2.06 2.37
H: 0.51 -2.83 2.94
H: -0.65 -2.56 1.62
H: -0.70 -1.54 3.07
C: 1.53 -2.47 -0.41
H: 1.73 -2.21 -1.45
H: 0.54 -2.94 -0.35
H: 2.28 -3.22 -0.10
C: 0.13 5.26 3.28
H: 0.68 5.81 4.05
C: -0.63 5.92 2.29
H: -0.65 7.00 2.23
C: -1.37 5.16 1.36
H: -2.03 5.61 0.61
C: -1.22 3.77 1.37
H: -1.84 3.04 0.82
C: -0.29 3.17 2.33
C: 0.09 1.77 2.45
H: -0.87 1.18 2.64
C: -1.84 0.24 -0.60
C: -3.94 0.33 -0.02
H: -4.64 0.77 0.67
C: -3.75 -0.98 -0.36
H: -4.47 -1.75 -0.54
N: -2.36 -1.07 -0.82
C: -1.82 -2.18 -1.54
C: -2.36 -3.46 -1.25
C: -2.00 -4.54 -2.07
H: -2.38 -5.52 -1.81
C: -1.16 -4.35 -3.15
C: -0.81 -5.53 -4.00
H: 0.22 -5.43 -4.38
H: -1.50 -5.64 -4.85
H: -0.88 -6.44 -3.38
C: -0.63 -3.09 -3.45
H: 0.05 -2.96 -4.29
C: -0.95 -1.99 -2.65
C: -0.38 -0.65 -2.95
H: -1.11 0.16 -2.80
H: -0.03 -0.63 -3.99
H: 0.49 -0.44 -2.30
C: -3.17 -3.66 -0.03
H: -4.17 -3.21 -0.08
H: -2.65 -3.27 0.85
H: -3.35 -4.72 0.09
C: 1.47 3.64 0.10
S: 0.24 2.60 -0.73
C: 1.17 2.46 -2.28
H: 2.42 3.39 -0.36
H: 1.56 3.53 1.18
H: 1.18 4.67 -0.12
H: 0.90 3.33 -2.89
H: 2.24 2.44 -2.07
H: 0.88 1.55 -2.80

Properties
Multiplicity: 4
Gap between HOMO and LUMO (alpha / beta), eV: 5.882 / 5.483
E_HOMO (alpha / beta), eV: -3.19 / -2.79
Net charge: -1
LUMO level (alpha / beta), eV: 2.7 / 2.7

---

Record 3
C10H11O2S | ωB97M-V/def2-TZVPD

Atoms and positions in Å:
C: 2.10 -1.45 -0.32
C: 1.14 -2.01 0.59
C: 0.64 0.35 -0.85
C: -0.29 -0.24 -0.05
C: 1.82 -0.29 -1.05
C: -0.04 -1.34 0.70
C: -2.15 1.70 1.77
C: -2.11 1.37 0.53
C: 2.93 0.28 -1.93
C: -1.06 -1.66 1.78
O: -3.80 1.50 -1.72
O: -2.12 3.24 -1.49
S: -3.08 2.39 -0.76
H: 2.97 -2.05 -0.63
H: 1.43 -2.97 1.03
H: 0.40 1.22 -1.60
H: -2.63 2.67 1.92
H: -1.59 1.05 2.47
H: 2.42 0.64 -2.85
H: 3.18 1.16 -1.44
H: 3.79 -0.33 -2.08
H: -0.55 -2.38 2.46
H: -1.45 -0.75 2.17
H: -1.94 -2.10 1.36

Properties
Gap between HOMO and LUMO (alpha / beta), eV: 6.854 / 6.773
E_HOMO (alpha / beta), eV: -3.52 / -3.43
Net charge: -1
LUMO level (alpha / beta), eV: 3.3 / 3.3

---

no.,F_max (hartree/bohr)
1,0.071
2,0.139
3,0.084